{"formula": "C40H90Br3FN2O20P3S5", "method": "ωB97M-V/def2-TZVPD", "fmax_ev_per_a": 1.955, "gap_ev": 8.656, "lumo_ev": -2.5, "total_charge": 1, "symbols": ["C", "C", "C", "C", "C", "C", "C", "C", "C", "C", "C", "C", "C", "C", "C", "O", "C", "Br", "C", "Br", "C", "C", "Br", "C", "N", "P", "N", "O", "P", "O", "O", "C", "C", "C", "C", "F", "P", "C", "O", "H", "H", "H", "H", "H", "H", "H", "H", "H", "H", "H", "H", "H", "H", "H", "H", "H", "H", "H", "H", "H", "H", "H", "H", "H", "H", "H", "H", "H", "H", "H", "H", "H", "H", "H", "H", "H", "H", "H", "H", "H", "H", "H", "H", "H", "H", "H", "H", "H", "H", "O", "S", "O", "O", "C", "C", "C", "H", "H", "H", "H", "H", "H", "H", "H", "O", "S", "O", "O", "C", "C", "C", "H", "H", "H", "H", "H", "H", "H", "H", "O", "S", "O", "O", "C", "C", "C", "H", "H", "H", "H", "H", "H", "H", "H", "O", "S", "O", "O", "C", "C", "C", "H", "H", "H", "H", "H", "H", "H", "H", "O", "S", "O", "O", "C", "C", "C", "H", "H", "H", "H", "H", "H", "H", "H"], "coordinates": [[2.28643, -4.23223, 3.50906], [0.78057, -4.55729, 3.50141], [0.02242, -3.47309, 2.73876], [-1.49904, -3.63113, 2.74655], [-2.14665, -2.53767, 1.89799], [-3.65515, -2.36396, 2.12704], [-4.34630, -1.65704, 0.94286], [-4.53390, -0.13652, 1.15115], [-4.08070, 0.74446, -0.03226], [-3.39815, 2.04710, 0.42263], [-2.06434, 1.84120, 1.17502], [-0.74653, 2.28749, 0.48208], [-0.91011, 1.58306, -0.91210], [0.18247, 1.45183, -1.98374], [-0.18976, 0.28669, -2.93590], [0.77191, -0.75892, -2.94551], [0.54801, 1.63921, 1.22824], [0.86624, -0.18265, 0.55721], [0.72279, 1.41304, 2.76271], [-0.71219, 1.35544, 4.00437], [1.93082, 1.12825, 3.27486], [3.24368, 0.95802, 2.55621], [2.21674, 0.82999, 5.11712], [1.62475, 2.65847, 0.79982], [1.00931, 4.01368, 0.56735], [1.94318, 4.85283, -0.88551], [3.44793, 5.10425, -0.15213], [2.26771, 3.59776, -1.84104], [1.68052, 5.00068, 2.07349], [0.89342, 4.25000, 3.25294], [1.03036, 6.44936, 1.79048], [-0.54629, 3.83898, 0.36260], [-1.49879, 4.74010, 1.20376], [-1.90810, 4.51665, 2.67683], [-1.82010, 5.75939, 3.53586], [-3.25570, 4.12252, 2.70319], [-0.85259, 4.56760, -1.42834], [-0.92257, 6.38591, -1.17619], [-2.41782, 4.26831, -1.77749], [2.55608, -3.60299, 4.35953], [2.88931, -5.13785, 3.57429], [2.53987, -3.69422, 2.59189], [0.42268, -4.57126, 4.53194], [0.66008, -5.52838, 3.02077], [0.36615, -3.51100, 1.69801], [0.29786, -2.50848, 3.17796], [-1.70973, -4.61051, 2.30672], [-1.85532, -3.60450, 3.77873], [-1.96084, -2.73839, 0.84050], [-1.67425, -1.59396, 2.19074], [-3.77326, -1.73929, 3.01505], [-4.12472, -3.33069, 2.31409], [-3.79019, -1.82323, 0.01876], [-5.32752, -2.11360, 0.80840], [-5.59287, 0.06243, 1.32494], [-4.02692, 0.17128, 2.07019], [-3.47933, 0.19783, -0.75963], [-4.98288, 1.05882, -0.56467], [-3.32006, 2.70342, -0.44087], [-4.11542, 2.52849, 1.09159], [-2.20045, 2.27883, 2.14704], [-1.94905, 0.76829, 1.35213], [-1.72800, 2.07866, -1.43661], [-1.29150, 0.58665, -0.71424], [1.17509, 1.20120, -1.62384], [0.25722, 2.33741, -2.60733], [-1.13900, -0.16834, -2.65195], [-0.31853, 0.66630, -3.95509], [1.61953, -0.37395, -3.19063], [3.74353, 0.06862, 2.93505], [3.17519, 0.91946, 1.47471], [3.89863, 1.79560, 2.82310], [2.19810, 2.25657, -0.03601], [2.39777, 2.84829, 1.54312], [3.98437, 4.23821, -0.08280], [3.95015, 5.66357, -0.84178], [1.91389, 3.76091, -2.72517], [1.25114, 4.56405, 4.09656], [1.72467, 7.11580, 1.86930], [-1.11938, 5.75911, 1.18300], [-2.44405, 4.77858, 0.65829], [-1.33378, 3.70642, 3.09895], [-2.09618, 5.53065, 4.56327], [-0.83127, 6.19727, 3.54267], [-2.49659, 6.51083, 3.12303], [-0.20621, 6.73449, -0.43820], [-1.90770, 6.68791, -0.80891], [-0.74203, 6.86136, -2.13825], [-3.01991, 4.91480, -1.38854], [-1.57853, 6.07439, 9.02994], [-2.54068, 6.69200, 8.16975], [-2.18152, 6.97678, 6.81043], [-3.08657, 8.00478, 8.86156], [-2.12558, 8.99775, 9.29988], [-1.51677, 9.78216, 8.15738], [-4.04654, 5.78748, 8.19066], [-1.36179, 8.51119, 9.90738], [-2.69330, 9.65637, 9.95241], [-0.90341, 9.14776, 7.51981], [-0.88750, 10.57738, 8.55669], [-2.29619, 10.22222, 7.53582], [-4.32331, 5.58947, 9.22193], [-3.86074, 4.85659, 7.65926], [-4.81004, 6.36793, 7.68045], [1.71629, -5.55908, -3.59670], [0.65242, -5.04173, -4.40514], [-0.26599, -5.94035, -5.03487], [1.26994, -4.06256, -5.49013], [2.31783, -4.57465, -6.34924], [1.80443, -5.52655, -7.40915], [-0.25891, -3.83563, -3.51404], [3.09064, -5.03645, -5.73363], [2.75303, -3.68890, -6.80635], [1.41033, -6.44108, -6.96986], [2.61779, -5.79402, -8.08392], [1.00176, -5.06446, -7.98406], [0.43032, -3.13233, -3.05601], [-0.82794, -4.36955, -2.75527], [-0.93305, -3.32841, -4.19899], [4.84754, -1.75567, -5.96500], [4.65711, -0.46599, -5.37987], [3.32364, -0.00065, -5.12590], [5.43594, 0.61175, -6.23604], [5.15921, 0.67442, -7.66034], [3.81587, 1.29391, -7.98024], [5.61191, -0.32293, -3.91110], [5.25257, -0.32534, -8.08507], [5.96525, 1.27993, -8.06717], [2.99429, 0.67512, -7.62360], [3.71494, 1.40664, -9.05932], [3.72289, 2.27288, -7.50981], [6.62412, -0.65925, -4.11519], [5.14008, -0.96336, -3.16842], [5.59832, 0.71320, -3.58440], [5.70792, -7.65160, 2.44787], [4.51367, -8.43711, 2.35902], [3.42121, -8.17852, 3.24741], [4.89900, -9.97252, 2.42104], [5.68014, -10.42981, 3.55216], [4.87889, -10.51265, 4.83405], [3.91474, -8.42750, 0.70610], [6.55489, -9.78803, 3.66495], [6.03232, -11.41623, 3.25965], [4.55864, -9.52804, 5.16971], [5.49048, -10.95951, 5.61793], [3.98544, -11.11929, 4.68926], [4.73710, -8.64237, 0.03022], [3.51890, -7.43128, 0.52120], [3.12577, -9.16867, 0.61623], [-5.10626, -1.44608, -4.00420], [-5.74842, -2.07663, -5.12086], [-6.03435, -3.47533, -5.07450], [-4.91703, -1.74145, -6.43114], [-3.50906, -2.07469, -6.42234], [-3.23463, -3.55688, -6.56739], [-7.20894, -1.20018, -5.55174], [-3.05806, -1.66819, -5.51485], [-3.08938, -1.53089, -7.26605], [-3.60014, -4.12072, -5.71096], [-2.15895, -3.72164, -6.64785], [-3.72344, -3.95594, -7.45543], [-6.98331, -0.13928, -5.60584], [-7.93411, -1.39852, -4.76570], [-7.57193, -1.57688, -6.50374]], "forces_ev_per_a": [[-0.20, -0.10, 0.11], [0.59, 0.55, -0.12], [-0.14, -0.48, 0.17], [0.62, 0.13, -0.41], [-0.38, -0.05, 0.65], [0.30, 0.13, -0.51], [-0.30, 0.14, 0.45], [0.15, -0.17, -0.30], [-0.43, 0.46, 0.21], [-0.34, -0.33, -0.17], [-0.32, 0.15, -0.05], [-0.61, -1.27, -0.18], [0.31, 0.60, -0.49], [-0.19, -0.66, -0.51], [0.11, 0.08, -0.28], [-0.06, 0.08, 0.25], [-0.15, 1.02, 0.50], [0.08, -0.22, 0.10], [0.04, 0.00, 0.26], [-0.15, -0.11, -0.24], [0.02, -0.04, -0.33], [0.15, 0.38, 0.18], [-0.03, 0.05, 0.15], [0.67, -0.46, 0.17], [0.15, 0.16, 0.52], [-0.53, 0.86, -0.36], [-0.07, -0.66, -0.49], [0.39, -0.06, 0.14], [1.89, -0.49, -0.09], [-0.82, 0.56, -0.51], [-0.76, -0.16, -0.04], [-0.34, 0.31, -0.10], [0.43, 0.32, 0.75], [0.27, -0.09, -0.06], [-0.23, -0.02, -0.24], [0.01, -0.01, -0.01], [0.60, -0.23, -0.50], [-0.40, -0.10, 0.49], [0.08, 0.11, 0.11], [-0.02, 0.10, -0.07], [0.05, 0.03, -0.04], [0.19, -0.09, 0.01], [-0.13, -0.40, -0.02], [-0.35, -0.07, 0.18], [0.04, 0.29, 0.01], [0.00, 0.15, -0.19], [-0.31, -0.04, 0.24], [-0.16, -0.05, -0.02], [0.17, 0.10, -0.01], [0.18, 0.12, -0.38], [-0.23, -0.24, 0.18], [0.03, -0.03, 0.03], [0.02, -0.14, 0.01], [0.00, 0.01, -0.18], [0.03, 0.07, 0.12], [0.14, 0.00, -0.04], [0.14, -0.11, 0.12], [0.09, -0.13, -0.22], [0.14, 0.04, 0.07], [0.19, 0.09, 0.09], [0.24, -0.01, 0.01], [0.07, -0.02, 0.02], [-0.10, 0.03, 0.23], [0.09, -0.01, 0.15], [0.01, 0.22, 0.18], [-0.05, 0.20, 0.22], [0.02, -0.07, 0.06], [-0.02, 0.01, -0.01], [0.09, -0.11, -0.28], [-0.08, -0.12, -0.17], [-0.04, -0.26, 0.04], [0.02, -0.01, 0.01], [-0.46, 0.41, -0.50], [-0.19, -0.27, 0.23], [0.07, 0.07, 0.36], [0.06, 0.28, 0.27], [-0.31, -0.25, -0.03], [-0.07, -0.27, 0.22], [0.04, 0.13, -0.05], [0.07, -0.03, -0.22], [-0.01, -0.17, 0.01], [-0.05, -0.05, 0.24], [-0.12, 0.09, -0.02], [0.23, -0.02, -0.04], [-0.09, 0.03, 0.16], [0.14, 0.09, -0.17], [-0.01, 0.04, -0.11], [0.07, 0.00, -0.03], [-0.21, -0.06, -0.01], [0.13, -0.02, -0.08], [-0.19, 0.06, 0.14], [0.09, -0.09, -0.08], [-0.06, 0.08, -0.09], [0.30, 0.26, 0.19], [-0.04, -0.16, -0.17], [-0.04, -0.05, 0.00], [-0.03, -0.12, -0.06], [-0.14, -0.09, -0.01], [0.02, -0.01, 0.03], [-0.04, 0.02, 0.05], [0.00, 0.06, 0.04], [0.01, 0.01, 0.01], [0.03, 0.00, 0.00], [0.01, 0.01, -0.01], [-0.02, -0.13, 0.00], [-0.08, 0.26, -0.04], [0.06, -0.13, 0.01], [-0.08, 0.04, -0.08], [0.34, -0.12, -0.22], [-0.19, -0.06, 0.12], [0.02, 0.05, 0.17], [-0.08, -0.01, 0.10], [-0.08, 0.10, 0.10], [0.02, -0.01, 0.01], [0.03, 0.06, -0.01], [0.04, 0.03, -0.05], [-0.02, 0.05, -0.04], [0.01, -0.06, -0.03], [0.00, -0.02, -0.03], [-0.15, -0.07, -0.04], [0.20, 0.04, -0.05], [-0.12, 0.00, 0.20], [-0.06, 0.13, 0.05], [-0.03, -0.03, -0.45], [-0.11, -0.04, 0.23], [0.01, -0.02, 0.07], [-0.02, -0.06, 0.13], [0.08, 0.02, 0.15], [0.01, -0.03, -0.03], [0.07, 0.02, -0.01], [0.03, 0.03, -0.06], [0.00, 0.00, -0.02], [-0.01, -0.03, -0.02], [0.00, 0.01, -0.01], [-0.02, 0.07, 0.17], [-0.10, -0.14, -0.31], [0.07, 0.14, 0.09], [-0.05, -0.06, 0.04], [0.27, -0.12, 0.31], [-0.16, 0.15, -0.06], [0.01, 0.01, -0.06], [-0.06, 0.10, -0.07], [-0.07, 0.01, -0.15], [0.03, 0.01, 0.00], [0.03, -0.05, -0.04], [0.03, -0.06, 0.02], [0.01, -0.01, 0.01], [0.01, 0.01, 0.02], [-0.01, 0.00, 0.02], [0.02, -0.06, 0.09], [0.00, 0.12, -0.17], [0.00, -0.03, 0.12], [-0.05, -0.06, -0.07], [0.48, -0.07, 0.00], [-0.18, -0.07, 0.12], [-0.04, 0.06, 0.01], [-0.10, -0.01, 0.05], [-0.17, 0.08, -0.04], [0.02, 0.01, 0.02], [0.01, 0.02, -0.05], [0.05, 0.02, -0.05], [0.02, 0.00, -0.01], [0.01, -0.02, 0.02], [0.00, -0.02, 0.00]]}